# 1
A molecular structure, C17H21N5O2PdS, computed with ωB97M-V/def2-TZVPD.

Positions of all 47 atoms, in Å:
N 2.22213 0.01425 -1.60732
C 3.29369 -0.35071 -1.85304
C 4.58589 -0.89899 -2.20751
H 5.29526 -0.79126 -1.38186
H 4.99139 -0.38017 -3.08426
H 4.46290 -1.95953 -2.45033
N -1.74749 0.71947 -2.06874
C -2.61865 0.89689 -2.81404
C -3.74963 0.94339 -3.70911
H -3.46343 1.41757 -4.64686
H -4.55580 1.52278 -3.25885
H -4.10163 -0.07069 -3.91545
N -0.46670 1.34715 1.78476
C -0.51437 1.55973 2.92127
C -0.64756 1.75082 4.34848
H -1.52190 1.19484 4.69308
H -0.78430 2.81020 4.58692
H 0.24641 1.39422 4.86450
Pd -0.51175 -0.16867 -0.67638
C -1.96392 -0.61925 0.49481
O -2.81895 -0.91287 1.21036
C -0.06283 -1.63877 -1.83646
O 0.20617 -2.49900 -2.55603
C 1.50967 2.76269 -2.10991
C 2.01784 2.87630 -0.81018
C 1.18302 3.29912 0.22919
C -0.15828 3.60777 -0.03532
C -0.66159 3.47803 -1.33113
C 0.16939 3.05856 -2.36443
H 2.16711 2.45045 -2.92633
H 3.06527 2.64560 -0.60591
H 1.58081 3.39797 1.24050
H -0.80437 3.95927 0.77345
H -1.71429 3.72915 -1.53685
H -0.22251 2.97919 -3.39083
S 0.99864 -1.11830 1.05277
C 0.25629 -2.55585 1.64843
N -0.51495 -3.44066 0.97936
C -1.03704 -4.49053 1.82656
C -0.41948 -4.18330 3.19084
N 0.33641 -2.95702 2.93134
H -0.65631 -3.39990 -0.02884
H -0.74456 -5.46614 1.43314
H -2.13103 -4.45564 1.89086
H 0.25950 -4.98506 3.50958
H -1.16231 -4.01299 3.98461
H 0.90784 -2.46011 3.61121

Output
Spin multiplicity: 5
Energy relative to the best compared isomer or geometry (same formula, charge and spin) in kJ/mol: 0.00
Net charge: +4

=====

# 2
2 unconnected molecules or ions with the total composition C17H22BF2N4O2S2, computed with ωB97M-V/def2-TZVPD.

Positions of all 50 atoms, in Å:
C 0.20729 3.81460 -1.08740
C 0.48284 2.80221 0.06214
C 1.82486 2.37946 0.51271
C 1.93234 1.38710 1.60061
C 0.77508 0.77381 2.26498
C -0.56295 1.18557 1.80731
C -1.89724 0.57435 2.40393
B -2.05914 -0.86986 1.69708
C -1.57316 -2.15728 2.56622
C -0.77890 -3.19775 1.65136
C 0.78351 -2.95657 1.61728
S 1.50072 -3.96930 0.23886
C 1.24364 -3.06035 -1.30380
S 0.33695 -1.68208 -1.40035
N 1.87679 -3.59027 -2.48606
C 2.19726 -2.73641 -3.55717
C 2.78892 -3.56745 -4.59525
N 2.79500 -4.86630 -4.04937
C 2.28209 -4.90772 -2.80484
N -2.57736 -1.09336 0.31775
C -2.93973 0.12821 -0.36210
O -3.81592 0.87312 -0.08415
F -2.18379 0.41096 -1.49501
C -3.62303 -2.10109 0.25343
O -3.55141 -2.93677 -0.58031
F -4.68326 -2.04951 1.12016
C -0.66644 2.18246 0.73714
H -0.30434 3.23955 -1.91837
H -0.53216 4.62596 -0.80542
H 1.14499 4.24308 -1.55189
H 2.71187 2.82455 -0.00222
H 2.94376 1.05333 1.93748
H 0.86581 0.00068 3.07071
H -1.69793 0.45090 3.50760
H -2.77645 1.25526 2.27131
H -0.86884 -1.83315 3.39015
H -2.48202 -2.67251 2.98059
H -0.95881 -4.22496 2.08340
H -1.14927 -3.20769 0.59465
H 1.07987 -1.87742 1.50475
H 1.21769 -3.37788 2.56397
H 2.01939 -1.63845 -3.61101
H 3.14231 -3.24107 -5.59712
H 2.17443 -5.78598 -2.13278
H -1.70324 2.48438 0.42218
N 1.01172 7.38285 -0.75073
H 1.68116 8.15434 -0.82466
H 0.96310 6.88480 -1.64473
H 1.31536 6.73510 -0.01646
H 0.08666 7.75456 -0.51653

Output
Spin multiplicity: 1
Energy relative to the best compared isomer or geometry (same formula, charge and spin) in kJ/mol: 241.24
Net charge: +1

=====

# 3
A molecular structure, C17H22BF5HfN6, computed with ωB97M-V/def2-TZVPD.

Positions of all 52 atoms, in Å:
Hf 1.19168 0.22398 -0.70562
C -0.40053 0.54471 -4.10325
C -1.22615 0.32598 -2.86442
C -2.61025 0.40754 -2.61308
C -2.81490 0.11847 -1.23417
C -4.08399 0.02776 -0.44926
N -1.61943 -0.16898 -0.67637
N -0.63881 -0.02038 -1.65551
B -1.27127 -0.59598 0.84117
N -0.23670 -1.80799 0.72924
N 0.98662 -1.70069 0.04000
C 1.63121 -2.91640 0.07748
C 2.99668 -3.11916 -0.53991
C 0.80158 -3.79864 0.78882
C -0.35267 -3.04815 1.20377
C -1.54074 -3.46769 2.01804
N -0.50263 0.63073 1.56918
N 0.79502 0.98390 1.15727
C 1.32738 1.91162 2.04644
C 2.72705 2.44994 1.92645
C 0.31686 2.17826 2.99065
C -0.81824 1.36394 2.65251
C -2.13883 1.22730 3.34838
H -1.00625 0.29910 -5.00186
H 0.50131 -0.08441 -4.06611
H -0.05636 1.57874 -4.19154
H -3.39850 0.67443 -3.35331
H -4.96310 0.28357 -1.06230
H -4.03467 0.68535 0.42876
H -4.20700 -1.00270 -0.07537
H -2.26339 -0.86071 1.51259
H 3.29565 -2.19910 -1.04568
H 2.97152 -3.92987 -1.30969
H 3.74698 -3.39072 0.22119
H 0.99467 -4.84708 1.04776
H -1.48072 -4.50935 2.39324
H -2.45461 -3.37811 1.40361
H -1.66215 -2.76878 2.85722
H 3.41062 1.66778 1.54927
H 3.07665 2.80426 2.90068
H 2.76276 3.26101 1.17847
H 0.38662 2.86180 3.84460
H -2.24121 1.96182 4.16674
H -2.24240 0.19828 3.72820
H -2.97896 1.37279 2.62577
F 2.53244 0.51315 -2.39680
C 2.62442 2.02742 -1.54818
F 1.08689 2.35162 -1.57058
C 3.13954 2.93759 -2.48732
F 2.46876 2.92625 -3.66556
F 4.43863 2.64202 -2.70416
F 3.03290 4.17378 -1.92743

Output
Spin multiplicity: 1
Net charge: +2
DFT total energy in eV: -42484.41441

=====

# 4
A molecular structure, C17H22BrMoS3, computed with ωB97M-V/def2-TZVPD.

Positions of all 44 atoms, in Å:
Mo -0.44774 -0.16692 0.34298
C -0.50061 2.63226 -2.25755
C -1.10675 1.91504 -1.09606
C -2.03599 0.89276 -1.30136
C -2.75776 0.30441 -0.24140
C -3.83481 -0.70798 -0.48261
C -2.47011 0.74566 1.06628
C -1.51309 1.74082 1.31586
C -1.27824 2.22693 2.71625
C -0.79831 2.28024 0.22545
H -1.14666 3.47742 -2.50845
H -0.44240 1.98954 -3.13340
H 0.48865 3.02106 -2.02360
H -2.25381 0.57873 -2.31360
H -4.80806 -0.21332 -0.48375
H -3.84095 -1.46069 0.30490
H -3.70012 -1.20431 -1.44130
H -3.04627 0.35101 1.89118
H -1.99703 3.01889 2.93781
H -0.27408 2.62680 2.83541
H -1.42209 1.42431 3.43780
H -0.07003 3.05744 0.41341
S 1.31722 0.02662 1.77012
C 1.18706 -1.13145 3.05719
C 2.13488 -1.18923 4.08580
C 1.98484 -2.12408 5.08671
C 0.89419 -3.00292 5.07918
C -0.04180 -2.94777 4.07048
C 0.10724 -2.00317 3.04509
S -1.01612 -1.93916 1.72002
H 2.97185 -0.50217 4.08636
H 2.71377 -2.17721 5.88428
H 0.78379 -3.73050 5.87228
H -0.88608 -3.62504 4.05709
C 3.58682 0.13211 -0.67639
S 2.17775 1.05857 -1.30141
C 2.19224 0.43869 -2.98757
H 4.49594 0.48249 -1.16122
H 3.44164 -0.93213 -0.86454
H 3.66034 0.30745 0.39288
H 2.12331 -0.64794 -2.98544
H 3.10434 0.76062 -3.48600
H 1.33388 0.84762 -3.51402
Br -0.00462 -1.72720 -1.49566

Output
Spin multiplicity: 1
Energy relative to the best compared isomer or geometry (same formula, charge and spin) in kJ/mol: 92.17
Net charge: +1

=====

| no. | maximum force (eV/A) |
| --- | --- |
| 1 | 6.796 |
| 2 | 5.030 |
| 3 | 6.093 |
| 4 | 1.349 |